The following is a DFT calculation (ωB97M-V with the def2-TZVPD basis set) of a structure of composition C5H13N3O.

Results
- HOMO level (eV) = -7.049
- energy relative to the best compared isomer or geometry (same formula, charge and spin) (eV) = 3.4549
- E (hartree) = -437.7271
- molecular weight (g/mol) = 131.2
- F_max (eV/Å) = 1.4
- charge = 0

Each line ends with the Löwdin charge.
Cartesian coordinates (Å):
O  -0.21695  0.90330  -2.31487  -0.040
N  0.88405  0.23283  1.29853  -0.131
N  -1.46517  -1.35926  -1.40270  0.165
N  1.63381  1.83981  -0.33345  0.029
C  -1.43624  -0.25617  -0.61909  -0.343
C  -1.86194  -0.27301  0.76998  -0.028
C  1.06389  0.55188  0.01260  -0.390
C  1.24745  -1.12617  1.66104  -0.187
C  -0.61911  0.82897  -0.97943  -0.266
H  2.32620  -1.21405  1.84368  0.067
H  -2.47927  0.58342  1.03503  0.090
H  -0.92492  1.78037  -0.54854  0.141
H  0.73564  -1.40083  2.58592  0.064
H  -1.80100  -2.23574  -1.03945  0.108
H  1.48024  -0.21358  -0.66213  0.135
H  0.98147  -1.88608  0.90610  0.067
H  1.42116  2.50766  0.40085  0.081
H  -0.94945  -1.32973  -2.26949  0.105
H  -2.33059  -1.20314  1.08646  0.084
H  -0.83035  -0.06039  1.32079  0.087
H  0.50150  1.55741  -2.31462  0.084
H  2.63959  1.77249  -0.43721  0.078

=====

The following is a DFT calculation (ωB97M-V with the def2-TZVPD basis set) of a cluster of 14 separate species, C46H102Cl18O15 in total.

Results
- HOMO level (eV) = -9.318
- E (hartree) = -11225.5609
- molecular weight (g/mol) = 1533.5
- F_max (eV/Å) = 3.3
- charge = 0

Each line ends with the Löwdin charge.
Cartesian coordinates (Å):
Cl  -13.90077  4.87646  -24.93115  0.576
Cl  -20.96232  13.31737  -21.02653  0.481
Cl  -19.83354  6.30419  -22.11446  0.556
Cl  -17.03198  1.47056  -27.90556  0.515
Cl  -15.10140  5.84400  -30.82454  0.459
Cl  -9.76317  2.24058  -28.39727  0.544
Cl  -18.24124  5.14252  -25.00293  0.640
Cl  -17.56097  6.94748  -18.88783  0.591
Cl  -20.88139  10.48509  -19.55209  0.563
Cl  -20.62825  4.28816  -19.82342  0.587
Cl  -11.65430  4.55741  -29.77727  0.545
Cl  -16.67001  8.63053  -21.61579  0.542
Cl  -19.10491  11.24588  -24.41038  0.527
Cl  -22.63515  7.70460  -27.81823  0.480
Cl  -15.92305  -0.83061  -26.58987  0.543
Cl  -20.05129  4.42511  -28.96236  0.618
Cl  -16.68662  8.34065  -30.35215  0.572
Cl  -18.97185  8.75953  -26.59112  0.531
O  -15.66006  12.20102  -27.87108  -0.176
O  -14.29639  2.88054  -22.15443  -0.229
O  -23.56148  4.25972  -25.68293  -0.164
O  -16.83946  2.47620  -22.98108  -0.176
O  -19.15628  0.63356  -23.06433  -0.162
O  -14.22616  9.81271  -27.03335  -0.114
O  -22.58392  1.71940  -26.45196  -0.176
O  -13.52286  6.53598  -17.86645  -0.204
O  -23.44049  4.03282  -22.68753  -0.202
O  -12.96573  7.26486  -20.34953  -0.151
O  -15.22163  1.45617  -16.67857  -0.239
O  -12.12280  9.97660  -21.41712  -0.195
O  -15.98240  3.84652  -18.12966  -0.193
O  -11.98311  7.86258  -26.67166  -0.191
O  -18.19568  1.99718  -17.39063  -0.092
C  -17.58230  1.01104  -16.57048  -0.186
C  -16.00352  6.80442  -19.74870  -0.635
C  -21.15395  5.97855  -19.68171  -0.620
C  -14.29030  8.41533  -27.02769  -0.241
C  -12.28685  6.97862  -18.19063  -0.260
C  -12.15884  11.21934  -22.02315  -0.131
C  -10.86578  7.28141  -27.31460  -0.122
C  -13.08230  7.83969  -27.63446  -0.205
C  -12.33458  3.28167  -28.77487  -0.641
C  -17.67379  2.07471  -18.66631  -0.219
C  -23.30506  2.76870  -22.05052  -0.077
C  -15.68670  4.57120  -24.84741  -0.633
C  -20.06640  9.69926  -24.19403  -0.575
C  -11.32824  2.63033  -27.71199  -0.661
C  -24.59782  4.29341  -23.46998  -0.192
C  -16.59408  5.78264  -24.83164  -0.617
C  -21.23457  2.03561  -26.34058  -0.107
C  -16.35695  1.43184  -15.82521  -0.200
C  -12.86385  3.04981  -22.02172  -0.072
C  -15.23886  11.92327  -26.54560  -0.195
C  -16.14129  1.40818  -22.37403  -0.166
C  -24.35601  3.27495  -26.28590  -0.195
C  -19.43208  12.33635  -20.85754  -0.618
C  -14.64667  1.65571  -22.66663  -0.240
C  -19.23643  2.03878  -23.18762  -0.195
C  -21.94417  6.01725  -28.17998  -0.625
C  -17.03020  0.48838  -26.45550  -1.091
C  -16.62635  11.33775  -28.41899  -0.129
C  -19.45764  11.48289  -19.60071  -0.684
C  -12.39011  7.96948  -19.28224  -0.199
C  -21.28301  6.57519  -21.09015  -0.601
C  -14.68518  3.47149  -18.66271  -0.067
C  -19.69480  0.10298  -21.86310  -0.095
C  -16.57109  6.84205  -31.24974  -0.966
C  -15.17768  10.47302  -26.22232  -0.227
C  -23.50035  2.42765  -27.25590  -0.162
C  -14.04530  1.83756  -15.99226  -0.112
C  -19.26261  8.57892  -24.77473  -0.639
C  -20.55887  6.07010  -28.73010  -0.719
C  -12.85480  8.99839  -22.13447  -0.204
C  -18.13506  2.81393  -22.44816  -0.169
C  -16.17714  6.93390  -21.25552  -0.616
C  -12.42299  7.64224  -21.60126  -0.183
C  -17.04644  3.44638  -18.93548  -0.230
C  -24.20473  5.04223  -24.71768  -0.192
C  -13.67756  6.03517  -16.55538  -0.098
H  -16.06316  3.99728  -25.72074  0.067
H  -23.47939  5.85658  -24.51926  0.135
H  -24.87016  2.64327  -25.53773  0.118
H  -21.00549  9.90484  -24.62519  0.053
H  -14.08290  2.90434  -15.65760  0.095
H  -19.40419  12.06636  -18.71230  0.059
H  -22.59051  5.57262  -28.91752  0.058
H  -18.24694  2.56151  -21.37611  0.092
H  -23.04152  3.12005  -27.99858  0.123
H  -19.35413  11.76757  -21.76990  -0.007
H  -10.83950  6.23972  -27.06900  0.064
H  -12.87665  6.91574  -22.30982  0.117
H  -12.68942  4.04283  -21.74844  0.054
H  -12.80260  8.46072  -28.53805  0.144
H  -18.67478  13.15184  -20.78640  0.082
H  -18.27176  8.54627  -24.28395  0.043
H  -17.36913  6.19880  -31.01383  -0.010
H  -16.32396  1.32214  -21.28540  0.124
H  -16.66815  3.29754  -19.95853  0.106
H  -20.43761  6.66846  -29.65120  0.085
H  -11.81730  7.45706  -17.24252  0.156
H  -16.34463  6.34105  -25.74456  0.059
H  -21.93897  5.49289  -27.20526  0.059
H  -16.20902  0.58071  -15.15797  0.122
H  -16.86974  1.38566  -18.86186  0.112
H  -20.82564  1.16441  -25.82459  0.093
H  -17.03678  11.89317  -29.31092  0.115
H  -25.04180  5.52753  -25.28839  0.139
H  -14.50790  2.37327  -18.69002  0.099
H  -17.26874  0.12688  -17.12085  0.127
H  -18.44352  1.82699  -19.40244  0.095
H  -14.91455  10.30908  -25.14807  0.137
H  -16.49910  6.52082  -23.98101  0.071
H  -13.94772  3.92623  -17.96831  0.079
H  -12.66216  8.84420  -23.18382  0.122
H  -14.48171  8.04057  -26.00369  0.119
H  -23.89570  2.06253  -22.61473  0.089
H  -18.25631  3.88514  -22.57200  0.057
H  -25.36386  4.87974  -22.89944  0.140
H  -15.83169  4.03378  -23.91877  0.027
H  -12.80692  5.45442  -16.18905  0.095
H  -12.47374  2.30965  -21.28004  0.104
H  -19.09812  0.29079  -20.96328  0.069
H  -11.67072  6.12369  -18.50075  0.137
H  -25.00965  3.33585  -23.73462  0.091
H  -18.34498  0.62322  -15.87407  0.134
H  -20.22099  9.52255  -23.10509  0.079
H  -12.61069  2.46627  -29.40742  0.054
H  -16.96200  6.24323  -21.69004  0.050
H  -16.29696  10.28152  -28.67209  0.036
H  -19.49622  -0.95308  -21.82411  0.080
H  -18.02509  0.13336  -26.22519  0.026
H  -17.37258  11.20085  -27.66573  0.044
H  -14.55020  5.37564  -16.45327  0.080
H  -20.51151  6.49415  -18.98263  0.039
H  -16.42444  0.46989  -22.84291  0.118
H  -23.46186  2.91693  -20.97296  0.088
H  -22.27515  2.47183  -22.08810  0.043
H  -18.57464  10.80831  -19.65594  0.076
H  -13.77406  6.90048  -15.88112  0.096
H  -14.30141  12.48657  -26.35293  0.141
H  -15.36863  7.53765  -19.26019  0.050
H  -17.71456  4.31901  -18.92724  0.068
H  -16.39474  2.42581  -15.30266  0.151
H  -14.35354  1.69396  -23.72213  0.121
H  -21.14877  2.86608  -25.69052  0.067
H  -14.11281  0.75799  -22.20800  0.145
H  -15.18550  6.82850  -21.79428  0.072
H  -11.35866  8.23811  -19.65006  0.142
H  -13.23253  1.60462  -16.71015  0.099
H  -19.09677  2.23139  -24.25148  0.103
H  -22.15622  5.97930  -19.18420  0.089
H  -12.46238  2.88086  -23.04489  0.080
H  -19.88209  6.57422  -27.99979  0.025
H  -20.75753  0.25635  -21.63953  0.094
H  -10.00093  7.72732  -26.86125  0.082
H  -15.67541  5.72451  -19.50937  0.077
H  -20.73649  2.23155  -27.24655  0.037
H  -13.18043  6.78786  -28.11159  0.123
H  -15.12628  8.01573  -27.61292  0.106
H  -20.13802  2.45710  -22.85634  0.090
H  -21.38700  7.70158  -21.08118  0.062
H  -16.53769  7.02930  -32.31301  0.028
H  -14.61226  3.91258  -19.59618  0.046
H  -11.42176  11.25768  -22.90551  0.112
H  -22.07849  6.16725  -21.76133  0.061
H  -11.32508  7.66781  -21.63301  0.138
H  -13.13404  3.71697  -28.18291  0.051
H  -13.91666  9.27826  -21.98719  0.102
H  -16.70389  1.13284  -25.63164  0.009
H  -11.82598  1.66120  -27.50420  0.071
H  -10.93785  7.48269  -28.37759  0.076
H  -19.79830  7.67128  -24.53725  0.009
H  -13.88647  1.13875  -15.16085  0.087
H  -11.89162  12.07795  -21.39969  0.086
H  -13.15521  11.38242  -22.46513  0.082
H  -24.10093  1.70247  -27.73013  0.107
H  -12.95787  8.85742  -19.02002  0.135
H  -25.18482  3.77097  -26.87890  0.139
H  -16.18798  10.01716  -26.36834  0.096
H  -11.16886  3.24918  -26.81556  0.059
H  -16.03572  12.26546  -25.83795  0.126

=====

The following is a DFT calculation (ωB97M-V with the def2-TZVPD basis set) of the ion C19H26FN2 with charge +1.

Results
- HOMO level (eV) = -10.382
- energy relative to the best compared isomer or geometry (same formula, charge and spin) (eV) = 0.0000
- E (hartree) = -948.7643
- SMILES = CCN(CC)c1ccc(C[NH2+]CCc2ccccc2F)cc1
- molecular weight (g/mol) = 301.4
- F_max (eV/Å) = 0.8
- charge = +1

Each line ends with the Löwdin charge.
Cartesian coordinates (Å):
F  1.23940  4.44283  1.32193  0.044
N  -0.76128  -3.17327  0.02134  -0.111
N  2.35732  2.33372  -0.17092  0.052
C  0.99163  -1.97279  -1.12641  -0.005
C  0.29832  -1.26343  1.05726  -0.005
C  -1.71948  -3.31263  1.09966  -0.217
C  1.23648  -0.26012  1.02076  -0.043
C  3.07924  1.01961  -0.09776  -0.079
C  -1.69427  -3.86364  -2.16497  -0.064
C  -2.55107  3.18103  0.39956  -0.062
C  -1.16041  -4.10652  2.28025  -0.062
C  -2.25012  3.55132  1.70017  -0.057
C  1.62362  2.54164  -1.44126  -0.112
C  -0.97575  3.98865  2.01878  0.005
C  -1.58793  3.25611  -0.59189  -0.020
C  0.76123  3.80160  -1.36777  -0.102
C  -0.79427  -4.21950  -0.98198  -0.215
C  2.07705  -0.09282  -0.07854  -0.270
C  1.92608  -0.96471  -1.15226  -0.043
C  0.14707  -2.16966  -0.01392  -0.204
C  -0.03242  4.04640  1.01386  -0.233
C  -0.30213  3.69620  -0.30430  -0.178
H  -2.71301  -3.68849  -1.82787  0.074
H  -0.30635  -1.35681  1.94248  0.101
H  0.22024  -4.43388  -1.32516  0.116
H  -3.54479  2.84295  0.15295  0.111
H  -0.87608  -5.10706  1.96439  0.075
H  -2.05057  -2.32420  1.42699  0.113
H  -2.59555  -3.82853  0.69980  0.121
H  2.55940  -0.85689  -2.02109  0.119
H  1.66568  2.33725  0.59249  0.144
H  -1.83453  2.98281  -1.60636  0.122
H  -1.91283  -4.19271  3.05899  0.079
H  -1.34245  -2.96543  -2.66614  0.068
H  3.67904  1.02573  0.81546  0.141
H  -0.28129  -3.61971  2.69455  0.069
H  3.74303  0.93810  -0.95935  0.136
H  -0.71017  4.28857  3.01954  0.126
H  2.99392  3.12295  -0.00761  0.187
H  1.33378  0.39190  1.87991  0.120
H  0.91743  -2.61298  -1.98797  0.101
H  1.39316  4.67123  -1.17227  0.128
H  -1.70458  -4.68093  -2.88032  0.079
H  -3.00546  3.50557  2.46791  0.114
H  2.34870  2.62169  -2.25295  0.144
H  0.28585  3.94614  -2.33754  0.132
H  0.99936  1.66001  -1.60745  0.138
H  -1.17026  -5.12732  -0.50497  0.121